*1*
Entry from the OMol25 dataset: C38H34F11IrN5PS as an isolated structure (ωB97M-V/def2-TZVPD).

Element x y z (Å)
Ir (0.48, 0.45, 1.01)
C (1.14, 3.19, -1.09)
N (1.26, 2.69, 0.27)
C (2.66, 2.67, 0.68)
C (3.33, 1.48, 0.01)
N (2.66, 0.27, 0.43)
C (3.23, -0.89, 0.07)
C (4.08, -1.12, -1.05)
F (4.29, -0.15, -1.95)
C (4.69, -2.34, -1.29)
F (5.49, -2.47, -2.34)
C (4.47, -3.43, -0.45)
F (5.07, -4.60, -0.68)
C (3.61, -3.27, 0.63)
F (3.37, -4.29, 1.46)
C (3.03, -2.04, 0.86)
F (2.21, -1.91, 1.93)
C (0.39, 3.42, 1.18)
C (-1.09, 3.07, 0.93)
N (-1.31, 1.70, 0.51)
C (-2.57, 1.36, 0.18)
C (-2.86, 0.07, -0.59)
F (-2.21, -2.08, -1.72)
C (-4.27, -0.39, -0.36)
F (-4.57, -1.66, -0.70)
C (-5.32, 0.46, -0.09)
F (-6.57, 0.00, -0.09)
C (-5.03, 1.78, 0.21)
F (-6.00, 2.67, 0.45)
C (-3.69, 2.18, 0.37)
F (-3.59, 3.45, 0.83)
H (1.64, 4.17, -1.18)
H (0.10, 3.32, -1.36)
H (1.60, 2.51, -1.80)
H (2.71, 2.55, 1.77)
H (3.18, 3.60, 0.42)
H (4.39, 1.44, 0.29)
H (3.30, 1.62, -1.08)
H (0.52, 4.51, 1.06)
H (0.65, 3.16, 2.20)
H (-1.49, 3.76, 0.18)
H (-1.61, 3.27, 1.88)
C (-2.74, -3.03, 0.58)
P (-1.87, -1.56, -0.10)
C (-2.71, 0.43, -2.08)
C (-3.61, -0.04, -3.03)
C (-3.53, 0.39, -4.35)
C (-2.56, 1.30, -4.74)
C (-1.66, 1.76, -3.80)
C (-1.74, 1.33, -2.48)
C (-1.52, -1.02, 1.77)
C (-0.65, -1.81, 2.55)
C (-0.68, -1.76, 3.94)
C (-1.58, -0.94, 4.60)
C (-2.50, -0.22, 3.85)
C (-2.49, -0.30, 2.47)
H (-3.54, -2.74, 1.26)
H (-2.02, -3.61, 1.14)
H (-3.16, -3.64, -0.22)
H (-4.38, -0.75, -2.79)
H (-4.24, 0.02, -5.07)
H (-2.51, 1.63, -5.77)
H (-0.89, 2.47, -4.08)
H (-1.05, 1.72, -1.76)
H (-0.01, -2.55, 2.10)
H (-0.02, -2.39, 4.51)
H (-1.60, -0.89, 5.68)
H (-3.26, 0.37, 4.34)
H (-3.28, 0.20, 1.93)
F (2.48, -1.06, -5.30)
C (1.80, -1.32, -4.17)
C (1.40, -0.25, -3.38)
C (0.76, -0.53, -2.19)
C (0.48, -1.84, -1.81)
C (-0.10, -2.08, -0.45)
C (0.88, -2.88, -2.63)
C (1.57, -2.63, -3.80)
H (1.62, 0.75, -3.69)
H (0.49, 0.27, -1.51)
H (0.55, -1.56, 0.27)
H (-0.11, -3.15, -0.25)
H (0.68, -3.90, -2.35)
H (1.94, -3.43, -4.42)
N (3.00, -0.55, 4.17)
C (2.61, 0.70, 3.99)
N (3.48, 1.70, 4.22)
S (1.02, 1.10, 3.54)
H (3.95, -0.78, 4.43)
H (2.37, -1.30, 3.97)
H (4.39, 1.52, 4.62)
H (3.13, 2.64, 4.25)

Output
HOMO level (alpha / beta) ... -9.60 / -9.53 eV
⟨S²⟩ ... 0.942
Net charge ... +1
Spin multiplicity ... 2


*2*
Entry from the OMol25 dataset: C38H34F11IrN5PS as an isolated structure (ωB97M-V/def2-TZVPD).

Element x y z (Å)
Ir (-1.99, -0.19, -0.33)
C (-4.19, 1.54, 0.95)
N (-2.81, 1.05, 1.15)
C (-1.86, 2.20, 1.22)
C (-1.53, 2.67, -0.18)
N (-0.93, 1.54, -0.91)
C (-0.72, 1.68, -2.28)
C (-1.51, 2.43, -3.16)
F (-2.52, 3.21, -2.74)
C (-1.35, 2.36, -4.53)
F (-2.17, 3.04, -5.32)
C (-0.38, 1.55, -5.08)
F (-0.26, 1.44, -6.40)
C (0.47, 0.87, -4.23)
F (1.41, 0.13, -4.83)
C (0.37, 0.97, -2.85)
F (-0.95, -1.37, -1.55)
C (-2.76, 0.22, 2.40)
C (-3.21, -1.19, 2.10)
N (-2.43, -1.66, 0.94)
C (-2.10, -3.02, 0.86)
C (-1.51, -3.71, 1.93)
F (-1.29, -3.07, 3.09)
C (-1.09, -5.02, 1.84)
F (-0.50, -5.60, 2.88)
C (-1.24, -5.71, 0.64)
F (-0.82, -6.96, 0.54)
C (-1.83, -5.07, -0.43)
F (-2.01, -5.72, -1.57)
C (-2.26, -3.76, -0.31)
F (-2.90, -3.23, -1.36)
H (-4.48, 2.17, 1.79)
H (-4.87, 0.70, 0.88)
H (-4.25, 2.11, 0.03)
H (-0.96, 1.86, 1.73)
H (-2.30, 3.01, 1.82)
H (-0.82, 3.51, -0.11)
H (-2.44, 3.06, -0.64)
H (-3.36, 0.69, 3.18)
H (-1.72, 0.19, 2.73)
H (-4.29, -1.22, 1.88)
H (-3.06, -1.81, 2.98)
C (3.06, -0.19, -2.81)
P (1.76, 0.54, -1.78)
C (2.50, 2.13, -1.30)
C (3.82, 2.11, -0.83)
C (4.44, 3.28, -0.44)
C (3.76, 4.48, -0.50)
C (2.46, 4.52, -0.99)
C (1.83, 3.35, -1.39)
C (1.62, -0.56, -0.38)
C (1.13, -0.15, 0.99)
C (0.95, -1.30, 1.92)
C (1.31, -2.57, 1.62)
C (1.80, -2.88, 0.33)
C (1.90, -1.88, -0.64)
H (3.89, -0.45, -2.15)
H (3.39, 0.54, -3.54)
H (2.72, -1.08, -3.33)
H (4.36, 1.18, -0.76)
H (5.46, 3.24, -0.07)
H (4.25, 5.40, -0.19)
H (1.93, 5.46, -1.06)
H (0.83, 3.40, -1.78)
H (0.15, 0.34, 0.83)
H (0.57, -1.07, 2.91)
H (1.23, -3.35, 2.37)
H (2.06, -3.90, 0.08)
H (2.20, -2.19, -1.63)
F (6.55, -1.03, 4.35)
C (5.45, -0.56, 3.72)
C (4.51, 0.14, 4.45)
C (3.39, 0.61, 3.79)
C (3.20, 0.41, 2.42)
C (1.96, 0.93, 1.75)
C (4.18, -0.31, 1.73)
C (5.31, -0.80, 2.37)
H (4.66, 0.30, 5.51)
H (2.64, 1.16, 4.35)
H (1.31, 1.36, 2.52)
H (2.19, 1.75, 1.07)
H (4.05, -0.52, 0.68)
H (6.06, -1.36, 1.84)
N (-5.82, -0.37, -2.72)
C (-4.84, -0.57, -1.84)
N (-5.02, -1.42, -0.84)
S (-3.40, 0.33, -2.04)
H (-6.65, -0.94, -2.73)
H (-5.68, 0.27, -3.49)
H (-5.81, -2.04, -0.83)
H (-4.19, -1.68, -0.32)

Output
HOMO level (alpha / beta) ... -9.86 / -10.12 eV
⟨S²⟩ ... 0.788
Net charge ... +1
Spin multiplicity ... 2


Quick one: least stable of them? *1*